Entry from OMol25: C4H11N3O as an isolated structure in a non-equilibrium geometry (ωB97M-V/def2-TZVPD).

## Properties
Lowest unoccupied orbital energy = 0.2573 eV
Molar mass = 117.2 g mol⁻¹
Total charge = 0
Relative energy (zero: lowest compared OMol25 entry of this formula, charge and spin) = 10.9621 eV

Cartesian coordinates (Å):
C  0.0456  2.0953  -0.2164
C  -0.7227  0.1219  0.0597
C  -1.8472  -0.9063  -0.0618
C  1.2491  -1.6865  -0.3110
H  -0.1736  3.1440  -0.4866
H  0.6524  1.9020  -0.9921
H  0.7397  2.1849  0.6681
H  -1.5810  -2.1583  0.4561
H  -2.0712  -1.2645  -1.1205
H  -3.0197  0.5926  -0.3627
H  2.2260  -1.4849  -0.6981
H  1.7587  -2.4384  0.5582
H  0.6701  -2.4082  -0.9504
H  1.9328  1.3581  0.2626
H  2.1002  0.0604  1.9385
N  -1.1399  1.3361  -0.0146
N  0.5151  -0.2876  0.1546
N  1.7361  0.2505  0.5697
O  -3.0705  -0.4112  0.5468